{"formula": "C3H6N2O", "method": "the ωB97M-V functional and the def2-TZVPD basis", "gap_ev": 10.6, "spin_multiplicity": 1, "e_above_lowest_kcal_mol": 48.9, "e_tot_ha": -302.61524, "lumo_ev": 0.84, "homo_energy_ev": -9.8, "charge": 0, "smiles": "NC(N)=O.C#C", "elements": ["N", "C", "N", "O", "H", "H", "H", "H", "C", "C", "H", "H"], "positions_angstrom": [[-0.781, -1.153, -0.625], [-1.022, 0.164, -0.455], [-2.217, 0.414, 0.119], [-0.245, 1.045, -0.777], [-1.157, -1.773, 0.078], [0.173, -1.354, -0.902], [-2.983, -0.148, -0.223], [-2.422, 1.405, 0.163], [2.214, 0.302, 1.050], [3.138, 0.369, 0.288], [1.361, 0.274, 1.689], [3.942, 0.455, -0.406]], "atomic_forces_ev_per_a": [[0.7177, -1.4373, -0.1912], [1.1390, 1.1117, -0.5079], [-1.6661, 0.6504, 0.6139], [-0.0099, -0.1020, 0.0106], [0.0242, 0.0021, -0.1702], [-0.2284, 0.0161, 0.0670], [-0.0185, 0.0254, 0.2186], [-0.0230, -0.2321, -0.0616], [0.2076, 0.0354, -0.2591], [-0.2333, -0.0279, 0.2160], [0.1344, -0.0028, -0.0315], [-0.0436, -0.0390, 0.0954]]}